Computed, not measured: a 2-piece molecular cluster, CH4BNO2 overall at a distorted geometry, with ωB97M-V/def2-TZVPD.

Geometry as XYZ:
```
9
Properties=species:S:1:pos:R:3:forces:R:3:mulliken_charge:R:1
B 0.987 1.233 0.515 -0.491 -0.832 -0.390 0.30
C -0.718 -1.286 -0.662 3.713 -0.993 -0.722 -0.32
N -1.066 -0.307 0.063 0.096 0.716 -1.256 0.62
O -2.211 0.075 0.244 -0.368 0.469 0.428 -0.58
O -0.066 0.437 0.753 -1.275 -0.611 1.980 -0.32
H 1.481 1.398 -0.480 0.443 0.211 -1.976 -0.06
H 1.473 1.664 1.448 0.327 0.564 1.335 -0.06
H -1.250 -1.826 -1.476 0.321 0.574 1.185 0.31
H 1.370 -1.388 -0.407 -2.767 -0.097 -0.584 0.11
```
Positions in Å, forces in eV/Å.

relative energy (zero: lowest compared OMol25 entry of this formula, charge and spin)	637.14	kJ/mol
HOMO-LUMO gap (spin up / spin down)	8.76 / 8.41	eV
HOMO energy (spin up / spin down)	-9.92 / -9.76	eV

=====

Computed, not measured: CH4BNa6O3 as an isolated structure at a distorted geometry, with ωB97M-V/def2-TZVPD.

Geometry as XYZ:
```
15
Properties=species:S:1:pos:R:3:forces:R:3:mulliken_spin:R:1
Na 2.027 0.872 -1.063 -0.315 -0.182 0.095 0.00
Na -2.257 -3.312 0.940 0.151 0.119 0.053 0.59
Na -0.264 -3.701 -1.875 0.394 0.585 0.410 0.08
Na -1.615 0.472 -1.030 0.271 -0.032 -0.257 0.01
Na -0.100 1.252 1.916 0.215 0.256 -0.364 0.05
Na 0.795 -2.379 2.855 0.084 -0.014 -0.774 0.10
C 0.543 -1.462 0.066 -2.610 -3.537 -0.661 0.08
O 0.263 -2.671 0.436 -0.013 -1.656 0.586 0.15
O 0.314 -1.157 -1.118 0.036 1.077 -3.247 -0.03
O 0.815 -0.638 0.918 1.874 3.847 3.914 -0.07
B -0.105 2.558 -0.367 0.222 0.041 -0.380 0.02
H -1.068 2.453 0.109 -3.770 -0.480 2.391 0.00
H 0.741 2.839 0.242 3.040 1.130 2.747 0.00
H 0.146 1.624 -0.845 0.849 -3.821 -1.841 0.01
H -0.233 3.248 -1.187 -0.430 2.669 -2.675 0.00
```
Positions in Å, forces in eV/Å.

2S+1	2
HOMO-LUMO gap (spin up / spin down)	4.18 / 8.53	eV
total charge	+2
expectation value of S²	0.75
HOMO energy (spin up / spin down)	-10.72 / -15.35	eV

=====

Computed, not measured: CH4Br2Si as an isolated structure at a distorted geometry, with ωB97M-V/def2-TZVPD.

Geometry as XYZ:
```
8
Properties=species:S:1:pos:R:3:forces:R:3:mulliken_charge:R:1
C 0.816 0.076 -0.551 -1.792 0.638 -0.561 -0.07
Si -0.468 -0.141 0.810 1.186 -2.799 -0.327 0.34
Br 2.008 1.469 -0.587 0.572 0.310 -0.048 -0.01
Br 0.904 -1.235 -1.899 0.203 0.253 0.274 -0.03
H -1.170 1.104 -1.212 0.607 -0.281 0.256 0.01
H 0.519 -0.926 1.734 -1.058 0.651 -0.100 -0.09
H -1.362 -1.174 0.153 0.206 0.530 0.518 -0.08
H -1.247 0.828 1.552 0.076 0.699 -0.012 -0.08
```
Positions in Å, forces in eV/Å.

relative energy (zero: lowest compared OMol25 entry of this formula, charge and spin)	663.21	kJ/mol
HOMO-LUMO gap (spin up / spin down)	7.09 / 9.15	eV
HOMO energy (spin up / spin down)	-8.33 / -10.01	eV

=====

Computed, not measured: a 2-piece molecular cluster, CH4BrN2 overall at a distorted geometry, with ωB97M-V/def2-TZVPD.

Geometry as XYZ:
```
8
Properties=species:S:1:pos:R:3:forces:R:3:mulliken_charge:R:1
C 0.871 -0.421 0.206 -1.468 -1.062 -0.775 0.35
N 0.193 -1.540 0.153 2.315 -0.648 0.520 -0.31
N -1.189 1.629 0.062 -1.287 -3.020 -0.934 -0.47
Br 2.493 0.378 -0.028 -1.064 -1.199 0.397 0.24
H -0.845 -1.512 0.165 0.799 0.332 0.173 0.34
H 0.617 -2.579 0.204 -0.838 2.954 -0.309 0.33
H -1.465 1.606 -0.941 0.158 0.213 0.634 0.28
H -0.676 2.440 0.180 1.384 2.430 0.294 0.25
```
Positions in Å, forces in eV/Å.

relative energy (zero: lowest compared OMol25 entry of this formula, charge and spin)	560.57	kJ/mol
HOMO-LUMO gap (spin up / spin down)	8.64 / 9.04	eV
total charge	+1
HOMO energy (spin up / spin down)	-15.34 / -14.82	eV

=====

Computed, not measured: a 2-piece molecular cluster, CH4BrN2 overall at a distorted geometry, with ωB97M-V/def2-TZVPD.

Geometry as XYZ:
```
8
Properties=species:S:1:pos:R:3:forces:R:3:mulliken_charge:R:1
C 0.518 0.656 -0.449 -0.251 -0.577 1.164 0.32
N -1.508 -0.718 0.245 -0.568 0.686 -0.715 -0.49
N 1.320 -0.043 0.263 1.168 -0.251 -0.218 -0.25
Br 0.397 2.397 -0.823 0.180 -0.102 -0.055 0.20
H -1.732 -1.453 -0.470 -0.039 0.818 0.536 0.29
H -2.338 -0.042 0.252 1.198 -1.152 -0.164 0.28
H 1.067 -1.056 0.304 0.367 0.974 0.337 0.34
H 2.276 0.259 0.677 -2.055 -0.396 -0.886 0.31
```
Positions in Å, forces in eV/Å.

relative energy (zero: lowest compared OMol25 entry of this formula, charge and spin)	498.73	kJ/mol
HOMO-LUMO gap (spin up / spin down)	8.96 / 9.35	eV
total charge	+1
HOMO energy (spin up / spin down)	-15.82 / -15.03	eV

=====

Computed, not measured: an isolated ion of composition CH4BrN4 and charge +1 at a distorted geometry, with ωB97M-V/def2-TZVPD.

Geometry as XYZ:
```
10
Properties=species:S:1:pos:R:3:forces:R:3:mulliken_charge:R:1
H 2.317 -2.120 0.218 1.244 0.684 -0.796 0.29
N 1.460 -1.599 0.106 -3.249 1.704 0.255 -0.34
N 1.420 -0.425 -0.250 -0.050 -0.613 0.784 0.01
C -0.070 0.271 -0.061 1.367 -3.087 -1.150 0.81
N 0.037 1.575 0.058 -2.381 -0.985 0.891 -0.32
N -1.117 -0.555 -0.106 -1.373 3.910 0.704 -0.38
Br -2.977 0.180 0.025 2.094 -0.655 -0.082 0.08
H 0.902 2.065 0.000 0.917 -0.144 0.012 0.28
H -0.759 2.099 0.452 0.450 -0.248 -0.628 0.23
H -1.212 -1.493 -0.442 0.980 -0.566 0.012 0.35
```
Positions in Å, forces in eV/Å.

relative energy (zero: lowest compared OMol25 entry of this formula, charge and spin)	68.75	kJ/mol
structure (SMILES)	[H]/N=N/C(=[NH2+])NBr
HOMO-LUMO gap	8.66	eV
total charge	+1
HOMO energy	-14.32	eV

=====

Computed, not measured: a 2-piece molecular cluster, CH4BrO overall, with ωB97M-V/def2-TZVPD.

Geometry as XYZ:
```
7
Properties=species:S:1:pos:R:3:forces:R:3:mulliken_charge:R:1
Br 16.972 10.088 -3.182 -0.031 0.083 -0.033 -0.91
C 19.958 9.919 -5.721 0.148 0.207 -0.061 -0.46
O 19.720 9.114 -4.600 -0.050 0.043 -0.068 -0.42
H 20.285 9.300 -6.566 -0.022 0.011 0.069 0.19
H 19.061 10.469 -6.029 0.035 -0.047 0.023 0.22
H 20.754 10.658 -5.523 -0.119 -0.073 -0.073 0.19
H 18.912 9.464 -4.157 0.039 -0.225 0.144 0.19
```
Positions in Å, forces in eV/Å.

relative energy (zero: lowest compared OMol25 entry of this formula, charge and spin)	0.00	kJ/mol
HOMO-LUMO gap	8.12	eV
total charge	-1
HOMO energy	-3.92	eV

=====

Computed, not measured: a 2-piece molecular cluster, CH4BrOP overall, with ωB97M-V/def2-TZVPD.

Geometry as XYZ:
```
8
Properties=species:S:1:pos:R:3:forces:R:3:mulliken_charge:R:1
C 1.535 0.723 -0.143 -0.573 -0.459 -0.295 -0.23
O 1.433 0.758 1.190 0.054 0.203 0.270 -0.41
P -1.076 -1.045 -1.340 0.577 -0.042 -0.315 -0.06
Br 1.431 2.322 -1.128 0.057 0.141 0.052 -0.11
H 2.237 -0.008 -0.510 0.076 0.023 -0.019 0.40
H 0.821 1.449 1.482 0.052 -0.085 -0.144 0.35
H -1.209 -1.423 -0.002 -0.004 -0.170 0.435 0.03
H -2.004 -0.015 -1.165 -0.241 0.389 0.017 0.03
```
Positions in Å, forces in eV/Å.

relative energy (zero: lowest compared OMol25 entry of this formula, charge and spin)	284.08	kJ/mol
HOMO-LUMO gap (spin up / spin down)	6.87 / 8.99	eV
HOMO energy (spin up / spin down)	-7.85 / -8.64	eV

=====

Computed, not measured: a 2-piece molecular cluster, CH4ClFS overall at a distorted geometry, with ωB97M-V/def2-TZVPD.

Geometry as XYZ:
```
8
Properties=species:S:1:pos:R:3:forces:R:3:mulliken_charge:R:1
F 0.101 2.947 -3.654 0.034 -0.356 0.976 -0.19
Cl 0.155 2.395 -2.088 -0.033 0.351 -0.962 0.19
C 0.317 -0.862 0.656 2.443 3.741 -3.602 -0.51
S -0.617 -1.455 1.937 -2.201 -1.442 2.486 -0.24
H 0.006 -0.561 -0.456 -0.212 -1.579 2.318 0.23
H 0.879 0.167 0.869 -0.720 -2.323 0.172 0.22
H 1.002 -1.741 0.663 0.225 1.134 -0.748 0.20
H -1.841 -0.889 2.073 0.463 0.472 -0.640 0.10
```
Positions in Å, forces in eV/Å.

relative energy (zero: lowest compared OMol25 entry of this formula, charge and spin)	302.50	kJ/mol
structure (SMILES)	FCl.CS
HOMO-LUMO gap	7.69	eV
HOMO energy	-9.01	eV

=====

Computed, not measured: a 2-piece molecular cluster, CH4ClN overall at a distorted geometry, with ωB97M-V/def2-TZVPD.

Geometry as XYZ:
```
7
Properties=species:S:1:pos:R:3:forces:R:3:mulliken_charge:R:1
C -0.222 0.645 0.797 1.548 -3.217 0.004 -0.28
N -0.062 -1.022 -1.072 -2.035 2.926 1.282 -0.57
Cl 0.099 2.163 0.212 -0.037 0.961 -0.606 -0.06
H 0.572 0.364 1.614 -1.997 0.060 -1.775 0.26
H -1.265 0.303 0.812 0.727 0.279 0.214 0.30
H 0.287 -1.832 -0.640 1.094 -1.121 0.749 0.18
H 0.592 -0.621 -1.723 0.700 0.113 0.132 0.19
```
Positions in Å, forces in eV/Å.

relative energy (zero: lowest compared OMol25 entry of this formula, charge and spin)	398.66	kJ/mol
HOMO-LUMO gap (spin up / spin down)	7.69 / 7.69	eV
HOMO energy (spin up / spin down)	-8.55 / -8.55	eV